Computed, not measured: a 17-piece molecular cluster, C14H57O22P overall at a distorted geometry, with wB97M-V/def2-TZVPD.

Structure (ORCA input):
```
! wB97M-V def2-TZVPD RIJCOSX def2/J DEFGRID3
* xyz 0 1
C 5.3835 0.2784 2.7886
C 4.5617 0.5690 1.9267
C 3.4159 0.7671 0.8612
C 2.6964 2.2069 1.0209
C 1.1237 1.8722 1.0527
O 0.3134 3.0015 0.5988
P -1.1035 2.3283 -0.0364
O -1.5088 1.1697 0.8267
O -2.2784 3.5232 0.0746
C -3.5267 3.0355 -0.5299
C -4.4588 2.2648 0.5158
C -5.0325 0.9516 -0.1793
C -4.6659 -0.3968 0.5772
C -5.8113 -1.5156 0.4231
O -0.7405 1.9384 -1.6149
C -1.2698 0.6492 -2.0228
C -0.1490 -0.4906 -2.0687
C 0.6482 -0.5397 -3.4432
C 1.9269 -1.4652 -3.1951
O 3.0615 -1.0565 -3.3312
O 1.7184 -2.8036 -2.7695
H 6.0108 -0.3128 3.5203
H 3.7814 0.5937 -0.1960
H 2.6475 -0.0498 1.0696
H 2.8959 2.7722 0.0603
H 3.0303 2.7468 1.9488
H 0.9935 1.0370 0.2919
H 0.7868 1.5864 2.0892
H -4.1207 3.9369 -0.8785
H -3.2397 2.3915 -1.4104
H -5.3329 2.9455 0.8347
H -3.8930 2.0278 1.4679
H -4.6887 0.8451 -1.2570
H -6.1671 1.0287 -0.1909
H -3.7187 -0.8916 0.1882
H -4.5040 -0.2463 1.6893
H -5.4317 -2.5425 0.7375
H -6.7014 -1.2784 1.0945
H -6.1918 -1.5911 -0.6448
H -2.1801 0.3055 -1.4604
H -1.6061 0.7774 -3.1094
H -0.7130 -1.4696 -1.9830
H 0.6066 -0.4145 -1.2336
H 1.0617 0.4489 -3.7886
H 0.0150 -1.0673 -4.2282
H 1.3909 -2.7832 -1.8448
O -6.6490 4.7510 1.6098
H -6.3058 4.8496 2.5056
H -7.2946 5.4632 1.5289
O -1.0659 -1.4188 -5.9629
H -1.0785 -1.0256 -6.8454
H -1.2409 -2.3549 -6.1230
O 7.8207 -0.7119 4.0978
H 8.3616 -0.0230 4.5040
H 8.4599 -1.3838 3.8256
O 6.3930 -2.9354 6.2193
H 6.2505 -2.4999 7.0686
H 6.9649 -2.3222 5.7371
O 1.6086 0.6353 -6.6905
H 2.2421 0.4180 -5.9939
H 0.8000 0.8531 -6.2112
O 6.0372 -2.9803 2.9409
H 6.3828 -2.8364 3.8288
H 5.3347 -2.3221 2.8546
O -2.9098 -1.6448 -2.1724
H -2.9171 -1.2547 -3.0564
H -3.1002 -2.5784 -2.3279
O 3.4646 2.1637 -8.9073
H 3.1612 1.6443 -8.1516
H 3.5152 3.0641 -8.5670
O 5.4890 -5.7285 7.2954
H 4.6233 -6.1182 7.1253
H 5.4082 -4.8240 6.9675
O -8.6805 4.7677 3.8012
H -9.4968 4.4706 3.3863
H -8.0968 4.0035 3.7368
O -2.5688 1.2889 -6.1620
H -2.2601 0.3847 -6.3004
H -3.1765 1.4441 -6.8951
O -8.8278 2.0682 4.1144
H -9.6456 1.7700 3.6984
H -8.2405 1.3050 4.0484
O 5.4860 -6.3399 3.3787
H 5.4844 -5.4503 2.9998
H 6.0189 -6.2519 4.1786
O 7.9236 -1.7854 0.5225
H 7.1081 -1.2871 0.6583
H 7.7024 -2.6773 0.8164
O -4.1618 6.8559 0.3776
H -4.9805 6.5576 -0.0356
H -3.5753 6.0919 0.3120
O 4.9775 -8.0576 0.5558
H 4.8332 -7.6202 1.4058
H 5.5494 -7.4490 0.0746
*
```

## Properties
HOMO-LUMO gap in eV: 9.86


Computed, not measured: a single C14H6BrF3N2O4S molecule at a distorted geometry, with wB97M-V/def2-TZVPD.

Structure (ORCA input):
```
! wB97M-V def2-TZVPD RIJCOSX def2/J DEFGRID3
* xyz 0 1
O -1.5350 -1.9679 0.5935
O -0.3321 1.4432 3.2157
F 1.5882 5.9809 -3.4907
F 0.5956 3.9219 -5.0307
F -0.5239 1.6422 -3.7303
Br 2.2829 -6.9312 2.0393
N -0.5717 1.5334 -0.9078
O 0.5868 -4.5728 2.0207
O -0.6303 -1.9566 2.7590
S 0.2548 3.3390 0.7922
C -0.8067 -2.4991 1.4568
C -0.7175 0.5367 2.4955
C -0.3837 1.7530 0.3614
C 1.1568 -5.5779 1.2918
C 0.8815 -5.4408 -0.0538
C 0.0428 -4.2782 -0.1421
C -0.0586 -3.7224 1.1089
C 0.9451 4.8316 -1.4995
C 1.0375 4.8798 -2.8943
C 0.4939 3.8281 -3.6597
C -0.0733 2.6873 -3.0170
C -0.1184 2.6572 -1.6121
C 0.3844 3.7207 -0.8827
N -0.7241 0.6857 1.1337
C -1.3543 -0.7376 3.0891
H 1.2006 -6.0236 -0.9382
H -0.3204 -3.8588 -1.0748
H 1.4710 5.6519 -0.9509
H -0.9912 -0.1308 0.6483
H -2.3707 -0.7717 2.7021
H -1.4102 -0.6234 4.1764
*
```

## Properties
HOMO-LUMO gap in eV: 8.37
SMILES: O=C(COC(=O)c1ccc(Br)o1)Nc1nc2c(F)c(F)c(F)cc2s1


Computed, not measured: C14H6F6N4O3PdS2 as an isolated structure, with wB97M-V/def2-TZVPD.

Structure (ORCA input):
```
! wB97M-V def2-TZVPD RIJCOSX def2/J DEFGRID3
* xyz 2 1
Pd 1.1160 0.7010 -0.6642
S -4.1451 -3.1829 2.7226
N -3.4064 -3.4632 1.3249
C -2.5594 -2.4653 1.1306
C -1.6875 -2.3101 -0.0150
C -1.5990 -3.1912 -1.1038
C -0.7087 -2.9238 -2.1199
C 0.0982 -1.7866 -2.0571
N 0.0062 -0.9507 -1.0299
C -0.8651 -1.1913 -0.0192
C -0.8779 -0.2308 1.0482
N -0.0329 0.8234 0.9334
C 0.0577 1.7642 1.8690
C -0.7345 1.6762 3.0112
C -1.6125 0.6226 3.1620
C -1.6946 -0.3596 2.1652
C -2.5594 -1.5208 2.1913
N -3.4096 -1.8244 3.1585
H -2.2287 -4.0717 -1.1292
H -0.6132 -3.5828 -2.9711
H 0.8216 -1.5584 -2.8294
H 0.7589 2.5717 1.7001
H -0.6448 2.4483 3.7622
H -2.2388 0.5404 4.0417
F 5.0319 1.6431 -2.8291
C 4.0407 2.2755 -2.2492
F 4.3221 3.5367 -2.0463
F 2.9292 2.1590 -2.9792
S 3.7003 1.4561 -0.6177
O 3.1735 0.1098 -0.9461
O 4.8166 1.5639 0.2254
O 2.4056 2.1744 -0.1635
F -0.0694 3.1552 -1.0290
C -0.2631 1.9803 -1.5269
F -1.4750 1.5489 -1.3610
F 0.1473 1.8626 -2.7596
*
```

## Properties
HOMO-LUMO gap in eV: 6.01
Relative energy (zero: lowest compared OMol25 entry of this formula, charge and spin) in kJ/mol: 59.6


no.,energy (a.u.),HOMO level (eV)
1,-2564.16781,-10.3
2,-4219.35287,-8.9
3,-2504.67611,-16.0